Computed, not measured: a structure of composition C20H49GaI2NO10P2, with ωB97M-V/def2-TZVPD.

Atoms and positions in Å:
C -0.986 1.538 -3.946
C 0.483 1.902 -3.691
O 0.655 2.159 -2.296
C 0.853 3.157 -4.467
N 2.273 3.453 -4.360
C 3.002 3.591 -5.624
C 3.840 2.345 -5.917
O 4.917 2.648 -6.760
Ga 6.281 1.359 -6.488
C 7.516 1.264 -8.153
I 9.471 1.975 -7.541
C 7.692 -0.172 -8.641
C 8.279 -1.133 -7.588
I 5.776 -0.961 -9.318
H -1.189 0.507 -3.655
H -1.209 1.659 -5.007
H -1.621 2.194 -3.350
H 1.110 1.055 -3.981
H 0.994 1.372 -1.861
H 0.549 3.017 -5.504
H 0.290 3.967 -3.986
H 2.451 4.221 -3.737
H 3.676 4.448 -5.597
H 2.311 3.765 -6.459
H 3.232 1.502 -6.282
H 4.240 2.029 -4.939
H 7.062 1.696 -5.126
H 5.527 -0.045 -6.249
H 7.152 1.844 -8.999
H 8.311 -0.220 -9.534
H 9.259 -1.483 -7.912
H 8.378 -0.665 -6.610
H 7.640 -2.001 -7.449
O 1.943 -0.307 1.631
P 1.115 -1.050 2.585
O 0.914 -2.565 2.081
C 2.057 -3.299 1.625
C 2.940 -3.764 2.768
O -0.395 -0.486 2.359
C -0.631 0.778 1.733
C -1.114 0.586 0.314
O 1.002 -1.195 4.157
C -0.122 -1.880 4.739
C 0.295 -3.208 5.333
H 2.631 -2.695 0.921
H 1.671 -4.157 1.076
H 3.278 -2.921 3.374
H 3.815 -4.286 2.381
H 2.399 -4.442 3.428
H 0.262 1.400 1.760
H -1.400 1.281 2.325
H -0.405 -0.011 -0.261
H -1.247 1.546 -0.186
H -2.065 0.049 0.303
H -0.929 -2.027 4.026
H -0.494 -1.224 5.524
H 0.465 -3.945 4.549
H -0.492 -3.587 5.985
H 1.218 -3.108 5.904
O -5.078 -2.407 4.885
P -5.386 -1.048 4.426
O -5.236 -0.008 5.649
C -4.065 -0.089 6.470
C -2.845 0.484 5.778
O -7.003 -1.020 4.254
C -7.756 -2.225 4.109
C -8.480 -2.555 5.396
O -5.055 -0.159 3.170
C -5.714 1.104 2.945
C -4.757 2.255 3.159
H -3.888 -1.126 6.766
H -4.283 0.472 7.378
H -2.657 -0.021 4.827
H -1.962 0.376 6.408
H -2.981 1.543 5.561
H -7.116 -3.051 3.799
H -8.477 -2.049 3.308
H -7.777 -2.626 6.226
H -9.018 -3.500 5.308
H -9.194 -1.768 5.643
H -6.596 1.215 3.570
H -6.048 1.084 1.908
H -4.579 2.418 4.221
H -5.178 3.171 2.744
H -3.796 2.057 2.684

net charge: -1
orbital gap: 6.5 eV
E_HOMO: -4.701 eV